# 1
Molecular formula: C3H6N2O2
Method: DFT, the ωB97M-V functional and the def2-TZVPD basis

Strongest force on any atom ... 0.1034 hartree/bohr
HOMO level (spin up / spin down) ... -8.43 / -8.37 eV
Energy above the lowest of the compared OMol25 structures with the same formula, charge and spin ... 5.834 eV
Gap between HOMO and LUMO (spin up / spin down) ... 7.548 / 7.119 eV

Last column: Löwdin charge in e.
Cartesian coordinates (Å):
O: 0.030799 -0.855913 -0.177855  0.06
O: -0.919668 1.216910 -0.504347  0.10
N: 1.682584 -0.099261 -0.649540  0.07
N: -3.535737 -0.161840 -0.162359  0.08
C: -0.788492 0.066055 -0.274627  -0.55
C: -2.513101 -0.826147 0.005399  -0.09
C: 2.315233 0.546453 0.468982  -0.16
H: 2.139581 -0.994957 -0.825424  0.08
H: -2.484850 -1.870268 0.310424  0.08
H: 2.329244 -0.067716 1.382514  0.09
H: -3.423005 0.805890 -0.475542  0.06
H: 3.364886 0.755414 0.220138  0.10
H: 1.802526 1.485379 0.682238  0.08

Atoms 1-2, force components in eV/Å:
3.993 0.327 -0.194
0.910 0.669 -0.114

---

# 2
Molecular formula: C8H16Br6
Method: DFT, the ωB97M-V functional and the def2-TZVPD basis

Multiplicity ... 2
Strongest force on any atom ... 0.0909 hartree/bohr
Charge ... +1
HOMO level (spin up / spin down) ... -12.43 / -12.40 eV
Gap between HOMO and LUMO (spin up / spin down) ... 7.195 / 2.335 eV

Last column: Mulliken spin population.
Cartesian coordinates (Å):
Br: 34.077670 1.849920 -33.877910  0.42
Br: 35.935450 3.314200 -36.179070  0.07
Br: 33.086430 5.298920 -38.338220  0.00
Br: 33.656230 1.001540 -36.914410  0.51
Br: 30.765500 3.965830 -36.547380  0.00
Br: 32.269030 6.740040 -35.550410  0.00
C: 35.700260 -3.796170 -43.781020  0.00
C: 34.093430 2.522910 -35.764570  -0.06
C: 31.673820 5.613380 -37.111910  0.00
C: 35.505080 -3.438940 -39.980080  0.01
C: 34.529540 -1.104630 -39.802540  0.02
C: 36.223960 -3.553330 -42.494120  0.00
C: 35.036030 -3.666950 -41.473250  0.00
C: 35.824240 -1.961560 -39.694060  0.01
H: 36.657930 -1.557650 -40.268450  0.00
H: 36.262210 -4.120780 -39.592850  0.00
H: 34.342920 -0.869050 -40.850290  0.00
H: 33.628100 -1.578240 -39.413680  0.00
H: 34.659340 -0.116500 -39.361110  0.00
H: 36.469390 -4.109530 -44.486950  0.00
H: 34.636910 -3.638160 -39.351840  0.00
H: 36.585170 -2.530980 -42.382630  0.00
H: 34.806450 -4.726740 -41.583860  0.00
H: 37.077620 -4.154650 -42.181420  0.00
H: 34.938900 -4.576160 -43.787330  0.00
H: 36.251820 -1.967830 -38.691450  0.01
H: 30.898040 6.197560 -37.606890  0.00
H: 34.119510 -3.127480 -41.712100  0.00
H: 33.268710 3.223800 -35.893770  0.00
H: 35.195230 -2.928140 -44.204780  0.00

Atoms 1-2, force components in eV/Å:
-0.177 0.096 -1.864
-2.279 -0.971 0.398

---

# 3
Molecular formula: C4H6ClNOS
Method: DFT, the ωB97M-V functional and the def2-TZVPD basis

Strongest force on any atom ... 0.0532 hartree/bohr
HOMO level ... -9.67 eV
Energy above the lowest of the compared OMol25 structures with the same formula, charge and spin ... 4.019 eV
Gap between HOMO and LUMO ... 9.459 eV

Last column: Löwdin charge in e.
Cartesian coordinates (Å):
Cl: -2.128835 2.939335 -0.345240  0.17
S: -0.394026 1.838569 -0.915887  0.61
O: 0.721633 2.714744 -1.150244  -0.51
N: -1.879400 -0.282847 1.738690  0.20
C: -1.060966 0.460024 1.277755  -0.36
C: 0.821728 -1.477717 -0.233972  -0.12
C: 1.290428 -1.790437 -1.428453  -0.05
C: -0.040006 0.974551 0.685084  -0.33
H: -2.353467 0.170380 2.502967  0.09
H: 1.462032 -1.254565 0.579992  0.04
H: -0.295714 -1.367272 0.077000  0.07
H: 0.972679 0.931311 1.024985  0.09
H: 2.333252 -1.762140 -1.676363  0.05
H: 0.550662 -2.093934 -2.136314  0.04

Atoms 1-2, force components in eV/Å:
0.272 -0.060 0.149
-0.178 -1.188 0.604

---

# 4
Molecular formula: C2H3IN4
Method: DFT, the ωB97M-V functional and the def2-TZVPD basis

Strongest force on any atom ... 0.1453 hartree/bohr
Charge ... +2
HOMO level ... -18.66 eV
Energy above the lowest of the compared OMol25 structures with the same formula, charge and spin ... 3.717 eV
Gap between HOMO and LUMO ... 5.345 eV

Last column: Löwdin charge in e.
Cartesian coordinates (Å):
I: 4.303650 -0.592586 0.087126  0.77
N: -1.925575 -0.030582 0.112531  0.39
N: 1.253925 1.376180 -0.075418  0.15
N: 0.007492 1.536580 -0.030357  0.21
N: 0.353071 -0.659219 -0.247801  0.21
C: -0.694872 0.300628 -0.026537  -0.18
C: 1.472930 0.052103 -0.156039  -0.17
H: -2.680267 0.655426 0.386343  0.23
H: -2.113366 -1.067910 0.273155  0.23
H: 0.023015 -1.570623 -0.322999  0.16

Atoms 1-2, force components in eV/Å:
-2.424 0.436 -0.259
0.383 -0.009 1.259

---

# 5
Molecular formula: C17H34GeN3ORhSSi3
Method: DFT, the ωB97M-V functional and the def2-TZVPD basis

Multiplicity ... 2
Strongest force on any atom ... 0.0038 hartree/bohr
Charge ... +1
HOMO level (spin up / spin down) ... -11.26 / -11.19 eV
Energy above the lowest of the compared OMol25 structures with the same formula, charge and spin ... 0.010 eV
Gap between HOMO and LUMO (spin up / spin down) ... 7.335 / 5.936 eV

Last column: Mulliken spin population.
Cartesian coordinates (Å):
Rh: 0.816207 -1.787051 -0.699729  0.68
Ge: 0.571416 0.732416 -0.195685  -0.02
S: 2.922037 -2.023133 -0.080446  0.17
Si: 1.413256 1.384922 1.958532  0.01
Si: -1.705629 1.389320 -0.702325  0.01
Si: 1.833021 0.869000 -2.215871  0.00
O: -0.983531 -2.086430 -1.339337  0.09
N: 0.385395 -2.353440 1.129134  0.00
N: 3.643062 -2.576294 2.418978  0.02
N: 1.384285 -2.543208 2.078653  0.00
C: 3.682068 0.936761 -1.980232  0.00
C: 3.258922 1.135214 2.061435  0.00
C: -3.286993 -2.468967 -1.278347  0.03
C: -4.441583 -2.740958 -0.578739  -0.01
C: 1.303874 2.279886 -3.318845  0.00
C: -2.243446 0.774807 -2.382512  0.00
C: -2.904536 0.915020 0.647912  0.00
C: -3.207828 -2.907180 1.459687  -0.01
C: -0.805497 -2.627223 1.543513  -0.02
C: -2.053824 -2.388568 -0.617333  0.00
C: -4.412096 -2.956515 0.802130  0.03
C: -1.523613 3.255272 -0.762266  0.00
C: 1.294369 -0.750487 -3.053299  0.01
C: -2.012585 -2.620968 0.773805  0.00
C: 2.575768 -2.433351 1.607996  0.02
C: 0.488732 0.503652 3.317847  0.00
C: 1.010611 3.215278 1.991072  0.00
H: 0.769184 0.933933 4.283142  0.00
H: -3.312743 0.969374 -2.502983  0.00
H: -1.322018 3.688615 0.217423  0.00
H: 1.586966 3.239428 -2.881877  0.00
H: -2.461552 3.683214 -1.127462  0.00
H: 0.229863 2.294324 -3.503219  0.00
H: -3.087458 -0.158294 0.697233  0.00
H: 1.435027 -1.747300 -2.553087  -0.01
H: 0.259091 -0.714889 -3.392185  0.00
H: 1.938857 -0.935485 -3.918781  0.00
H: -5.322682 -3.173072 1.342013  0.00
H: 4.062048 0.193833 -1.279681  0.00
H: 3.967764 1.924084 -1.610316  0.00
H: -2.074677 -0.292253 -2.510129  0.00
H: -2.551758 1.249260 1.625700  0.00
H: 4.183322 0.790097 -2.940346  0.00
H: 3.493028 -2.917994 3.354135  0.00
H: 1.809958 2.196309 -4.284202  0.00
H: -0.062683 3.389126 2.079120  0.00
H: 4.562080 -2.663643 2.023591  0.00
H: -3.303364 -2.316228 -2.348794  0.00
H: 3.536679 0.082755 2.104902  0.00
H: -1.724612 1.305343 -3.182408  0.00
H: 1.375241 3.751392 1.113077  0.00
H: -0.868615 -2.923726 2.586555  0.00
H: -0.734244 3.573775 -1.446368  0.00
H: -3.162009 -3.092081 2.526068  0.00
H: -5.382805 -2.795675 -1.110045  0.00
H: 0.722163 -0.560839 3.348244  0.00
H: -3.862237 1.407369 0.457024  0.00
H: 3.635485 1.615527 2.968462  0.00
H: 1.488563 3.660309 2.868131  0.00
H: 3.766456 1.589937 1.208544  0.00
H: -0.590169 0.625722 3.202773  0.00

Atoms 1-2, force components in eV/Å:
-0.118 0.106 -0.061
-0.064 -0.020 0.007

---

# 6
Molecular formula: C6H12N3
Method: DFT, the ωB97M-V functional and the def2-TZVPD basis

Strongest force on any atom ... 0.1504 hartree/bohr
Charge ... +1
HOMO level ... -14.97 eV
Energy above the lowest of the compared OMol25 structures with the same formula, charge and spin ... 4.215 eV
Gap between HOMO and LUMO ... 10.464 eV

Last column: Löwdin charge in e.
Cartesian coordinates (Å):
N: -0.513165 -0.363965 -0.432067  0.07
N: -2.557403 0.158826 -1.335077  0.11
N: -1.696552 0.622302 -0.479768  0.12
C: 0.909240 1.506537 0.028178  -0.04
C: -0.908675 -1.376019 -1.146529  0.05
C: 1.851702 -0.830364 0.146847  0.04
C: -2.149281 -0.993398 -1.776659  -0.06
C: 0.037743 0.174234 1.786085  -0.06
C: 0.583050 0.046333 0.406367  -0.57
H: 1.714183 -1.646438 -0.487075  0.05
H: 2.275178 -1.031549 1.074578  0.07
H: 1.608222 1.777995 0.896862  0.14
H: -0.457687 -0.716983 2.263442  0.11
H: -0.654392 1.113329 1.971535  0.13
H: -0.008512 2.086226 -0.123217  0.07
H: -2.766540 -1.741627 -2.272791  0.13
H: -0.293115 -2.232028 -1.351876  0.15
H: 0.964855 0.299896 2.473354  0.13
H: -1.818713 1.502444 -0.161484  0.12
H: 2.486965 -0.107426 -0.539072  0.14
H: 1.392897 1.751676 -0.941630  0.10

Atoms 1-2, force components in eV/Å:
-3.742 2.706 -0.230
0.052 0.229 0.567

---

no.,energy (Ha)
1,-377.7449
2,-15758.0617
3,-1144.2607
4,-593.7909
5,-4361.7046
6,-399.7261